No. 1
DFT (ωB97M-V/def2-TZVPD) results for C3H2Br3O2 as an isolated structure.

Structure (XYZ):
```
10
Properties=species:S:1:pos:R:3:forces:R:3
C 1.5015 -0.9342 0.8738 2.61 0.95 1.08
C 0.1793 -0.5611 1.2532 -2.60 0.55 0.08
C -3.6366 -0.6170 0.2405 -0.85 -0.97 0.76
O 1.2626 0.3905 0.9553 0.57 -0.17 -0.70
O 2.5191 -1.5408 0.6805 -1.42 -0.20 -0.05
Br -5.4761 0.1444 0.9092 0.26 -0.31 -0.20
Br -2.7210 0.9879 -0.3043 0.54 0.83 -0.73
Br -4.1161 -1.7536 -1.4283 0.11 0.49 0.17
H -0.2680 -0.3377 2.2844 0.76 -1.17 -1.53
H -0.5302 -0.5968 0.3944 0.03 -0.01 1.12
```
Positions in Å, forces in eV/Å.

Properties
Calculated total energy in eV: -217364.411
HOMO-LUMO gap in eV: 7.065
Highest occupied orbital energy in eV: -3.91
Relative energy (zero: lowest compared OMol25 entry of this formula, charge and spin) in kJ/mol: 326.9
Multiplicity: 1
Charge: -1

Here are the Mulliken charges for atoms 1 to 8, given in e: 0.592 0.010 -0.164 -0.344 -0.527 -0.329 -0.205 -0.279

***

No. 2
DFT (ωB97M-V/def2-TZVPD) results for a 2-piece molecular cluster, C3H2BrClF2 overall.

Structure (XYZ):
```
9
Properties=species:S:1:pos:R:3:forces:R:3
C 0.6635 0.7516 0.1093 -1.44 0.63 0.87
C -0.0931 -0.4091 0.6047 -2.21 -0.70 3.44
C -0.3448 -0.1544 -0.8136 -0.46 1.86 0.15
F 0.3816 -1.5678 0.9453 0.81 -0.24 0.19
F -1.2770 -0.3136 1.9643 2.66 0.53 -3.85
Cl -1.8830 0.5474 -1.3608 0.94 -0.25 0.41
Br 0.4068 -1.4158 -2.0370 -0.08 0.33 0.23
H 0.4160 1.7637 0.5414 -0.82 -1.16 -0.98
H 1.7299 0.7979 0.0464 0.61 -1.01 -0.45
```
Positions in Å, forces in eV/Å.

Properties
Calculated total energy in eV: -91139.695
HOMO-LUMO gap in eV: 10.257
Highest occupied orbital energy in eV: -10.92
Relative energy (zero: lowest compared OMol25 entry of this formula, charge and spin) in kJ/mol: 257.5
Multiplicity: 1

Here are the Mulliken charges for atoms 1 to 8, given in e: -0.771 0.930 0.073 -0.184 -0.435 -0.140 -0.034 0.277